No. 1
This record from the Open Molecules 2025 dataset describes C24H43BrN4O9RuSSi as an isolated structure. The level of theory is the ωB97M-V functional and the def2-TZVPD basis.

Geometry (Å):
Ru -0.376 -0.306 -0.209
O -0.209 5.914 0.246
C -0.038 4.567 0.201
C -0.162 3.775 1.339
C 0.007 2.417 1.192
N 0.305 1.877 0.020
C 0.423 2.624 -1.069
C 0.267 3.993 -1.027
C 0.760 1.804 -2.306
O 1.044 2.374 -3.349
O 0.753 0.547 -2.069
C -0.134 1.397 2.302
O -0.230 1.757 3.460
O -0.091 0.182 1.867
H -0.466 6.166 1.139
H -0.403 4.182 2.313
H 0.366 4.584 -1.926
O -2.461 1.198 0.251
S -2.955 0.028 -0.509
O -4.353 0.007 -0.827
O -2.487 -1.182 0.283
O -2.044 -0.058 -1.729
C -3.401 -5.379 3.510
C -2.406 -4.873 2.456
C -1.879 -6.085 1.677
C -3.180 -4.003 1.453
Si -0.945 -3.930 3.272
Br 0.201 -2.874 1.631
C 0.362 -5.133 4.018
C 1.359 -4.351 4.884
C -0.304 -6.193 4.908
C 1.197 -5.850 2.947
C -1.479 -2.550 4.486
C -2.652 -1.767 3.872
C -0.365 -1.521 4.738
C -1.926 -3.120 5.839
H -4.181 -5.959 3.003
H -3.898 -4.554 4.023
H -2.946 -6.027 4.263
H -2.711 -6.542 1.128
H -1.459 -6.854 2.328
H -1.118 -5.803 0.944
H -3.861 -4.649 0.884
H -2.541 -3.481 0.752
H -3.785 -3.240 1.932
H 0.892 -3.928 5.772
H 1.835 -3.539 4.330
H 2.148 -5.035 5.221
H -0.932 -5.753 5.685
H 0.476 -6.780 5.408
H -0.915 -6.892 4.333
H 1.745 -5.139 2.327
H 0.603 -6.479 2.290
H 1.930 -6.495 3.447
H -2.432 -1.398 2.867
H -2.853 -0.893 4.501
H -3.566 -2.359 3.835
H -0.044 -1.033 3.820
H 0.501 -1.943 5.243
H -0.767 -0.731 5.382
H -2.733 -3.853 5.753
H -2.298 -2.297 6.459
H -1.102 -3.586 6.384
C 1.542 -3.731 -4.290
N 1.247 -2.470 -3.631
C 2.389 -1.578 -3.555
C 0.360 -2.495 -2.568
N 0.637 -1.978 -1.404
N -0.813 -3.124 -2.826
C -1.482 -2.971 -4.105
C -1.674 -3.525 -1.730
H 2.340 -4.274 -3.765
H 1.877 -3.537 -5.310
H 0.662 -4.365 -4.327
H 2.766 -1.417 -4.566
H 3.208 -2.004 -2.956
H 2.077 -0.619 -3.146
H 1.611 -1.694 -1.386
H -0.836 -2.457 -4.810
H -2.387 -2.374 -3.969
H -1.763 -3.947 -4.513
H -1.060 -3.893 -0.912
H -2.321 -4.331 -2.083
H -2.286 -2.706 -1.361

Total energy   -141315.7633 eV
HOMO-LUMO gap (spin up / spin down)   8.25 / 7.84 eV
LUMO level (spin up / spin down)   2.3 / 1.5 eV
Relative energy (zero: lowest compared OMol25 entry of this formula, charge and spin)   100.4 kJ/mol
Charge   -1
Expectation value of S²   8.758
Strongest force on any atom   0.0152 hartree/bohr
Multiplicity   6

Atom charges from the Löwdin analysis, given in e for atoms 1 to 2: 1.62 0.07


No. 2
This record from the Open Molecules 2025 dataset describes C24H43CeNP2 as an isolated structure in a non-equilibrium geometry. The level of theory is the ωB97M-V functional and the def2-TZVPD basis.

Geometry (Å):
P -1.524 2.936 -0.067
P 0.382 1.256 -1.411
C -0.829 3.760 -1.608
C -0.504 2.694 -2.612
H 0.109 4.274 -1.317
H -1.576 4.504 -1.916
H -1.409 2.204 -3.013
H 0.095 3.104 -3.442
C 1.947 1.646 -0.493
H 2.629 0.856 -0.847
H 1.920 1.526 0.618
H 2.463 2.612 -0.639
C 1.380 1.023 -3.006
H 1.998 1.936 -3.071
H 0.731 1.016 -3.893
H 2.036 0.132 -3.014
C -2.059 4.481 0.674
H -2.829 4.203 1.399
H -2.439 5.230 -0.038
H -1.191 4.889 1.205
C -3.045 2.261 -0.891
H -2.862 1.369 -1.506
H -3.485 3.038 -1.538
H -3.772 2.027 -0.106
Ce -0.179 1.334 1.418
C 1.846 -2.455 -3.254
C 1.856 -2.420 -1.918
C 0.753 -2.873 -1.008
C -0.739 -2.683 -1.415
C -1.289 -1.734 -2.476
C -0.910 -1.293 -3.690
C -0.062 -1.963 -4.744
C 0.749 -3.077 -4.066
C -1.972 -0.185 1.280
H 2.749 -2.157 -3.819
H 2.745 -2.090 -1.369
H 0.930 -2.336 -0.055
H 0.830 -3.940 -0.687
H -1.167 -3.692 -1.569
H -1.160 -2.386 -0.431
H -2.168 -1.230 -2.002
H -1.188 -0.246 -3.959
H 0.600 -1.196 -5.201
H -0.633 -2.428 -5.575
H 0.061 -3.606 -3.408
H 1.148 -3.788 -4.802
H -1.660 -1.193 1.607
H -2.337 -0.194 0.240
H -2.753 0.200 1.974
C 0.547 1.189 4.929
N -0.489 0.510 4.134
C -1.774 0.724 4.819
C -0.183 -0.970 4.121
C 0.933 -1.349 3.173
C 1.443 -2.665 3.213
C 2.506 -3.054 2.407
C 3.079 -2.119 1.545
C 2.491 -0.855 1.426
C 1.439 -0.448 2.238
H 0.259 2.229 5.079
H 1.513 1.176 4.429
H 0.647 0.730 5.922
H -2.598 0.373 4.201
H -1.819 0.186 5.778
H -1.895 1.789 5.025
H 0.073 -1.280 5.159
H -1.107 -1.522 3.879
H 0.961 -3.349 3.902
H 2.898 -4.067 2.475
H 3.949 -2.369 0.932
H 2.910 -0.208 0.675

Total energy   -58559.7709 eV
HOMO-LUMO gap (spin up / spin down)   5.53 / 5.53 eV
LUMO level (spin up / spin down)   -8.0 / -8.0 eV
Charge   +2
Strongest force on any atom   0.1302 hartree/bohr

Atom charges from the Löwdin analysis, given in e for atoms 1 to 2: 0.71 0.95


Q: The lowest charge belongs to which entry?
A: C24H43BrN4O9RuSSi


Q: What is the strongest force on any atom in the second record?
A: 0.1302 hartree/bohr


Q: Among the records above, which one has the highest strongest force on any atom?
A: C24H43CeNP2